Formula: C6H10BrClO2
Source: OMol25
Level of theory: wB97M-V/def2-TZVPD

Atoms and positions in Å:
C (1.5168, -0.8795, -0.4731)
C (0.4025, -1.6091, -1.2431)
C (1.4473, 0.6587, -0.7722)
C (-0.7321, 1.1458, -0.0282)
C (-0.9090, -1.2545, -0.6890)
C (-1.1100, 1.3848, 2.2706)
O (0.5549, 1.2302, 0.1917)
O (-1.6075, 1.2541, 0.9654)
Cl (-1.4506, -1.9440, 0.8762)
Br (-2.4260, -1.4482, -1.8519)
H (1.3935, -0.9201, 0.5646)
H (2.4706, -1.1967, -0.8128)
H (0.4369, -1.3222, -2.3292)
H (0.6031, -2.7058, -1.1501)
H (2.3830, 1.0214, -0.6907)
H (1.2184, 0.8162, -1.8334)
H (-1.0565, 1.6548, -0.9368)
H (-1.8382, 1.8477, 2.9014)
H (-0.2466, 1.9389, 2.3342)
H (-1.0502, 0.3276, 2.7066)

Forces on atoms 1 to 2 (eV/Å):
C -1.2 2.0 -2.4
C 1.1 -1.3 0.0

- Molecular weight: 229.501 g mol⁻¹
- Frontier orbital gap (spin up / spin down): 7.8 / 7.8 eV
- E: -3419.16513 Ha
- F_max: 4.151 eV/A

Atom charges from the Mulliken analysis, given in e for atoms 1 to 2: number 1, C, carries -0.863; number 2, C, carries -0.487

---

Formula: C6H10BrN
Source: OMol25
Level of theory: wB97M-V/def2-TZVPD

Atoms and positions in Å:
C (1.2194, 2.6276, -0.1963)
C (0.2736, 1.6928, -0.1077)
C (-0.1231, -0.6439, 0.4115)
C (-1.7346, -0.9308, -0.5079)
C (-2.3193, -2.1584, 0.0538)
C (2.0908, 0.0378, 0.0422)
N (0.6496, 0.3133, 0.1167)
Br (-2.8046, 0.5589, -0.8155)
H (0.9990, 3.6652, -0.2806)
H (2.2546, 2.5171, 0.0365)
H (-0.7803, 1.8830, -0.1928)
H (0.2191, -1.6462, 0.5852)
H (-3.3167, -2.1872, 0.2172)
H (-2.0639, -3.1614, -0.4920)
H (-1.9500, -2.3003, 1.0492)
H (2.1419, -1.0784, 0.0175)
H (2.5382, 0.4146, -0.9027)
H (2.7061, 0.3960, 0.9659)

Forces on atoms 1 to 2 (eV/Å):
C -0.4 0.2 0.6
C 1.1 -1.0 0.3

- SMILES string: C=CN(C)/C=C(/C)Br
- Molecular weight: 176.057 g mol⁻¹
- Frontier orbital gap (spin up / spin down): 7.6 / 6.9 eV
- E: -2863.18338 Ha
- F_max: 8.861 eV/A

Atom charges from the Mulliken analysis, given in e for atoms 1 to 2: number 1, C, carries -0.960; number 2, C, carries 0.253

---

Formula: C6H10BrNSSi
Source: OMol25
Level of theory: wB97M-V/def2-TZVPD

Atoms and positions in Å:
C (3.1490, 0.3853, 1.4866)
C (3.1068, -0.0830, 0.1836)
C (0.9357, 0.0210, 0.4153)
C (-1.9344, -0.4441, 1.3004)
C (-0.9580, -1.4399, -1.4519)
C (-1.3037, 1.6107, -0.9594)
N (1.9074, -0.2929, -0.4246)
Si (-0.8814, -0.1018, -0.1945)
S (1.4816, 0.5848, 1.9517)
Br (4.6519, -0.3059, -0.8073)
H (3.8812, 0.5727, 2.2639)
H (-2.8052, -1.1553, 1.3002)
H (-1.3080, -0.6370, 2.2245)
H (-2.4327, 0.5635, 1.6438)
H (-0.7748, -1.2309, -2.5668)
H (-0.3180, -2.2940, -1.1922)
H (-2.0809, -1.7184, -1.6135)
H (-2.3737, 1.5159, -1.1276)
H (-1.1369, 2.6416, -0.4936)
H (-0.8058, 1.8078, -1.9388)

Forces on atoms 1 to 2 (eV/Å):
C -1.9 -0.4 -0.6
C 0.5 0.6 1.2

- SMILES string: C[Si](C)(C)c1nc(Br)cs1
- Molecular weight: 236.210 g mol⁻¹
- Frontier orbital gap: 9.5 eV
- E: -3551.07396 Ha
- F_max: 3.398 eV/A

Atom charges from the Mulliken analysis, given in e for atoms 1 to 2: number 1, C, carries -0.088; number 2, C, carries -0.237

---

Formula: C6H10Cl2F3O6PS
Source: OMol25
Level of theory: wB97M-V/def2-TZVPD

Atoms and positions in Å:
O (3.3500, -1.7827, -1.3092)
C (2.2245, -2.1210, -1.1660)
O (1.5289, -2.1150, -0.0422)
C (1.9427, -1.1311, 0.9117)
C (0.7799, -0.6883, 1.7764)
O (-0.1036, 0.1722, 1.0736)
C (-0.0517, -1.8464, 2.3718)
F (-1.2962, -1.8950, 1.8843)
F (-0.1583, -1.6647, 3.7248)
F (0.5370, -3.0469, 2.1898)
O (1.5076, -2.6526, -2.2033)
P (-0.0479, -2.3410, -2.3958)
O (-0.0921, -2.5985, -3.9571)
O (-0.0637, -0.7699, -2.1734)
S (-1.3870, -3.3101, -1.4124)
H (2.3112, -0.2556, 0.3801)
H (2.7710, -1.4948, 1.5167)
H (1.2049, -0.1468, 2.6200)
H (0.2632, 1.0582, 1.1537)
H (-1.0179, -2.7092, -4.2152)
H (-0.9861, -0.4862, -2.1104)
Cl (-2.3151, 4.7198, -1.6801)
C (-2.2154, 3.6718, -0.2436)
C (-1.2393, 4.1958, 0.7761)
Cl (0.4497, 4.1055, 0.2003)
H (-1.9378, 2.6754, -0.5770)
H (-3.2107, 3.6309, 0.1945)
H (-1.3028, 3.5946, 1.6813)
H (-1.4449, 5.2315, 1.0306)

Forces on atoms 1 to 2 (eV/Å):
O 0.4 0.3 0.0
C 0.3 -0.4 -0.3

- SMILES string: O=C(OC[C@@H](O)C(F)(F)F)OP(O)(O)=S.ClCCCl
- Molecular weight: 369.081 g mol⁻¹
- Frontier orbital gap: 9.5 eV
- E: -2645.73010 Ha
- F_max: 1.349 eV/A

Atom charges from the Mulliken analysis, given in e for atoms 1 to 2: number 1, O, carries -0.512; number 2, C, carries 0.640

---

Formula: C6H10Cl2N2
Source: OMol25
Level of theory: wB97M-V/def2-TZVPD

Atoms and positions in Å:
C (-1.3701, 1.6338, 0.3516)
C (-1.8286, 0.9173, -0.9285)
C (-1.6117, -0.4884, -0.1392)
C (0.0127, 1.0423, 0.6461)
C (0.6397, -0.7662, -1.0671)
C (0.3958, -1.2254, 1.3787)
N (-2.2198, 1.4271, -1.9860)
N (-0.1627, -0.4049, 0.2137)
Cl (-2.4950, 0.7475, 1.4669)
Cl (-2.2363, -1.9901, -0.6176)
H (-1.4011, 2.7623, 0.4900)
H (0.7248, 1.5148, 0.0196)
H (0.3626, 1.1622, 1.6595)
H (0.5775, -1.7553, -1.3568)
H (0.1866, -0.3032, -1.9635)
H (1.7384, -0.5137, -1.2407)
H (1.4294, -0.7168, 1.5250)
H (-0.2439, -1.2228, 2.2755)
H (0.5065, -2.2506, 1.0978)
H (-2.4684, 0.8651, -2.8122)

Forces on atoms 1 to 2 (eV/Å):
C 0.8 2.2 0.0
C -0.2 0.6 1.4

- Molecular weight: 181.066 g mol⁻¹
- Frontier orbital gap: 8.1 eV
- E: -1263.67826 Ha
- Total charge: +2
- F_max: 3.085 eV/A

Atom charges from the Mulliken analysis, given in e for atoms 1 to 2: number 1, C, carries 0.472; number 2, C, carries -0.156

---

Formula: C6H10ClF
Source: OMol25
Level of theory: wB97M-V/def2-TZVPD

Atoms and positions in Å:
C (0.2126, 1.9272, 1.5641)
C (-0.7059, 0.6402, 1.2542)
C (0.1171, -0.3204, 0.6284)
C (0.0810, -0.7895, -0.6552)
C (0.8314, -2.0737, -0.9545)
C (-0.7404, 0.0248, -1.6197)
H (-0.3195, 2.8333, 1.9896)
H (0.6961, 2.2057, 0.6222)
H (1.0565, 1.5708, 2.1832)
H (-1.5552, 0.9021, 0.5901)
H (-1.1371, 0.3304, 2.2542)
H (1.8332, -2.0117, -0.5760)
H (0.9436, -2.2905, -2.0129)
H (0.3760, -2.9336, -0.5298)
H (-1.0348, 0.8779, -1.1062)
H (-1.6345, -0.5606, -1.8566)
F (1.0234, -0.9152, 1.4188)
Cl (-0.0434, 0.5828, -3.1936)

Forces on atoms 1 to 2 (eV/Å):
C -0.5 -0.3 -0.2
C -1.1 3.7 2.2

- SMILES string: CC/C(F)=C(/C)CCl
- Molecular weight: 136.597 g mol⁻¹
- Frontier orbital gap: 9.7 eV
- E: -794.63364 Ha
- F_max: 4.431 eV/A

Atom charges from the Mulliken analysis, given in e for atoms 1 to 2: number 1, C, carries -1.030; number 2, C, carries -0.522

---

Formula: C6H10ClN
Source: OMol25
Level of theory: wB97M-V/def2-TZVPD

Atoms and positions in Å:
C (1.8596, 1.4595, -0.4704)
C (0.8124, 0.3771, -0.1708)
C (-0.3373, 0.2204, 0.8097)
C (-1.9155, 0.6490, 0.8962)
C (-2.6270, -0.1709, -0.0852)
C (-0.4275, 0.0548, -0.6741)
H (2.3103, 1.2074, -1.4241)
H (1.1264, 2.1956, -0.4668)
H (2.5548, 1.7761, 0.3270)
H (-0.2356, -0.6681, 1.2564)
H (-1.7840, 1.7568, 0.6735)
H (-2.2191, 0.5210, 1.9830)
H (-3.3884, -0.8724, 0.2522)
H (-3.1490, 0.4604, -0.8592)
H (-1.7598, -1.1328, -1.8406)
H (-0.6558, 1.1292, -1.0426)
N (-1.5274, -0.9053, -0.7906)
Cl (1.9826, -0.9161, 0.2848)

Forces on atoms 1 to 2 (eV/Å):
C -1.9 -0.1 0.0
C 6.2 -1.6 3.1

- SMILES string: C[C@@]1(Cl)[C@H]2CCN[C@@H]21
- Molecular weight: 131.606 g mol⁻¹
- Frontier orbital gap: 9.7 eV
- E: -749.35854 Ha
- F_max: 7.115 eV/A

Atom charges from the Mulliken analysis, given in e for atoms 1 to 2: number 1, C, carries -1.255; number 2, C, carries 0.884

---

Formula: C6H10ClNO2
Source: OMol25
Level of theory: wB97M-V/def2-TZVPD

Atoms and positions in Å:
C (0.6744, 1.4009, 0.8791)
C (0.3302, -1.0293, 1.4368)
C (-1.2352, -0.5945, 1.2739)
C (1.0005, -0.0917, 0.4709)
C (-1.0577, 0.3270, 0.0326)
C (0.4283, 0.4022, -1.9288)
N (0.0819, -0.2141, -0.6244)
O (-0.5377, 1.5856, 0.6111)
O (1.4153, 2.1773, 1.4128)
Cl (2.0183, -0.0882, 4.4648)
H (0.6494, -0.8605, 2.4185)
H (0.6194, -2.0630, 1.0877)
H (-1.8019, -1.5154, 1.0393)
H (-1.5225, -0.0690, 2.1581)
H (2.0349, -0.0155, 0.2409)
H (-1.9035, 0.6788, -0.6891)
H (1.2611, -0.3511, -2.3108)
H (-0.4650, 0.2204, -2.5768)
H (0.8678, 1.4704, -1.8265)
H (2.1096, 0.6223, 3.4570)

Forces on atoms 1 to 2 (eV/Å):
C 3.2 -2.1 1.3
C -0.6 -0.7 -0.9

- SMILES string: CN1[C@@H]2CC[C@H]1OC2=O.Cl
- Molecular weight: 163.604 g mol⁻¹
- Frontier orbital gap: 10.0 eV
- E: -900.01275 Ha
- F_max: 4.344 eV/A

Atom charges from the Mulliken analysis, given in e for atoms 1 to 2: number 1, C, carries 0.423; number 2, C, carries -0.258